Record 1
A 22-piece molecular cluster, C42H102Cl2F3NO29 overall in a non-equilibrium geometry. Source: OMol25; level of theory: ωB97M-V/def2-TZVPD.

As for the HOMO-LUMO gap: 6.974 eV. As for the HOMO energy: -8.9 eV.

CARTESIAN COORDINATES (ANGSTROEM)
C (3.22366, 1.26317, -0.03497)
C (3.41524, 0.27932, -1.33376)
O (4.56577, 0.41063, -2.03008)
O (2.43093, -0.77018, -1.75854)
C (1.59378, -0.23239, -2.88143)
C (0.02189, -0.53475, -2.48363)
C (-0.37505, -2.06865, -2.04835)
C (-1.92146, -2.53116, -1.60992)
C (-2.11540, -4.12032, -1.25865)
C (-2.27881, -4.46828, 0.33474)
O (-2.82468, -5.67904, 0.63169)
O (-1.85321, -3.63271, 1.46804)
C (-3.14190, -1.39314, -1.58134)
C (-4.66774, -1.82548, -1.16191)
Cl (-5.85610, -1.88031, -2.63153)
C (-5.28451, -0.98752, 0.12290)
C (-4.20750, -0.70353, 1.32601)
Cl (-6.60968, -2.11873, 0.85650)
C (-2.74648, 0.17062, -2.02425)
C (-1.19200, 0.57686, -2.48950)
C (-0.89696, 2.15182, -2.96581)
O (0.00612, 2.49262, -3.90004)
C (-1.83157, 3.34330, -2.25584)
C (-1.12931, 4.80878, -2.04038)
C (-2.07994, 6.09657, -2.39474)
C (-2.09644, 7.24426, -1.18076)
F (-3.31258, 8.13564, -1.26803)
F (-2.01913, 6.66100, 0.17854)
F (-0.83960, 8.06458, -1.34728)
C (-3.20678, 2.94538, -1.84880)
O (-4.09840, 3.90487, -1.17466)
N (-4.29768, 3.44535, 0.07315)
O (-3.96378, 4.33765, 0.84250)
C (-3.83549, 1.41205, -2.07555)
O (-5.14305, 1.29568, -2.31916)
H (4.30050, 1.49609, 0.40220)
H (2.75131, 2.32247, -0.30999)
H (2.62079, 0.75493, 0.84634)
H (1.84971, 0.91939, -2.93144)
H (1.91276, -0.72028, -3.91595)
H (0.46387, -2.88412, -2.06203)
H (-3.11088, -4.47039, -1.81199)
H (-1.23982, -4.78900, -1.67982)
H (-2.54214, -3.83237, 2.19473)
H (-4.60925, -2.96029, -0.79596)
H (-5.84712, -0.00378, -0.16833)
H (-3.81875, 0.40106, 1.28943)
H (-4.81630, -0.81359, 2.34704)
H (-3.34688, -1.49470, 1.37893)
H (-0.21296, 4.85336, -2.80416)
H (-0.64324, 4.83277, -0.96945)
H (-1.60617, 6.66145, -3.32999)
H (-3.18159, 5.83756, -2.69210)
C (0.54360, -1.06435, 2.98219)
O (0.30365, -1.74890, 1.76647)
H (1.25454, -0.25502, 2.79989)
H (-0.39365, -0.64556, 3.35676)
H (0.96403, -1.75744, 3.71493)
H (-0.33022, -2.46052, 1.95943)
C (6.37531, 1.29208, 2.41208)
O (5.01479, 1.15567, 2.77891)
H (6.44279, 1.38449, 1.32554)
H (6.79125, 2.18860, 2.87832)
H (6.93128, 0.40875, 2.73559)
H (4.98654, 1.07590, 3.74755)
C (-7.29274, -5.49686, -0.73808)
O (-6.39171, -4.69799, -1.48247)
H (-7.29909, -5.15302, 0.29894)
H (-8.29740, -5.40175, -1.15731)
H (-6.96954, -6.54015, -0.77167)
H (-6.40758, -5.02628, -2.39757)
C (-7.29205, 1.58106, 3.44435)
O (-6.77055, 0.61086, 2.55501)
H (-6.54016, 1.80723, 4.20408)
H (-7.53302, 2.49195, 2.89085)
H (-8.18929, 1.18802, 3.92860)
H (-7.45930, 0.43063, 1.89276)
C (7.41819, -3.10354, 2.89993)
O (8.16403, -1.90255, 2.97420)
H (6.51129, -2.92316, 2.31798)
H (8.01617, -3.87514, 2.40880)
H (7.14387, -3.42615, 3.90725)
H (8.96208, -2.09348, 3.49582)
C (6.08188, 3.75257, 5.53180)
O (5.96067, 2.34277, 5.48771)
H (5.09620, 4.19883, 5.38028)
H (6.47051, 4.05549, 6.50717)
H (6.75616, 4.08627, 4.73931)
H (6.85021, 1.97498, 5.62517)
C (-5.74886, -4.93795, -5.55218)
O (-6.16764, -5.78286, -4.49627)
H (-5.99388, -3.90393, -5.29831)
H (-4.66861, -5.03124, -5.68817)
H (-6.26822, -5.21781, -6.47195)
H (-5.93715, -6.69283, -4.74977)
C (-0.67701, 3.85126, -6.94402)
O (-1.15653, 4.79450, -6.00352)
H (-1.19646, 4.00068, -7.89351)
H (0.39606, 3.99568, -7.09163)
H (-0.87268, 2.83991, -6.57945)
H (-0.67775, 4.63767, -5.17189)
C (-4.88181, -4.66457, 3.97536)
O (-4.13597, -3.46358, 4.04963)
H (-5.78871, -4.48419, 3.39341)
H (-4.28383, -5.43616, 3.48423)
H (-5.15613, -4.98718, 4.98269)
H (-3.33792, -3.65451, 4.57125)
C (3.80795, 7.43060, 6.02204)
O (4.32945, 6.46040, 5.13270)
H (4.55984, 7.65678, 6.78177)
H (3.56698, 8.34149, 5.46854)
H (2.91071, 7.03756, 6.50629)
H (3.64070, 6.28017, 4.47045)
C (-9.58046, -8.68226, -0.81863)
O (-8.67943, -7.88338, -1.56302)
H (-9.58681, -8.33841, 0.21839)
H (-10.58512, -8.58714, -1.23786)
H (-9.25726, -9.72554, -0.85222)
H (-8.69530, -8.21167, -2.47812)
C (-4.38600, -4.29964, -8.89500)
O (-3.72081, -4.99848, -7.85898)
H (-4.83659, -3.39464, -8.48073)
H (-3.66669, -4.02393, -9.67006)
H (-5.16934, -4.93295, -9.31849)
H (-3.33127, -5.79583, -8.25637)
C (2.21400, 5.52836, 1.61700)
O (2.87919, 4.82952, 2.65302)
H (1.76341, 6.43336, 2.03126)
H (2.93331, 5.80407, 0.84194)
H (1.43066, 4.89505, 1.19351)
H (3.26873, 4.03217, 2.25563)
C (10.06816, 1.09381, 2.20187)
O (9.82821, 0.40926, 0.98614)
H (10.77910, 1.90314, 2.01956)
H (9.13091, 1.51260, 2.57644)
H (10.48859, 0.40072, 2.93460)
H (9.19434, -0.30236, 1.17910)
C (8.75745, 5.25717, 8.16090)
O (8.18128, 3.99804, 7.86627)
H (8.25564, 6.02512, 7.56750)
H (8.62830, 5.47842, 9.22321)
H (9.82030, 5.24085, 7.90770)
H (8.64634, 3.33730, 8.40717)
C (-2.96473, 5.73198, -9.89158)
O (-3.44425, 6.67522, -8.95108)
H (-3.48418, 5.88140, -10.84106)
H (-1.89166, 5.87640, -10.03919)
H (-3.16040, 4.72063, -9.52701)
H (-2.96547, 6.51839, -8.11944)
C (13.49987, 2.08009, 3.71426)
O (12.13935, 1.94368, 4.08108)
H (13.56735, 2.17250, 2.62771)
H (13.91581, 2.97661, 4.18050)
H (14.05584, 1.19676, 4.03777)
H (12.11110, 1.86391, 5.04973)
C (7.33182, -0.93645, 7.18018)
O (8.23285, -0.13757, 6.43578)
H (7.32547, -0.59260, 8.21720)
H (6.32716, -0.84133, 6.76094)
H (7.65502, -1.97973, 7.14658)
H (8.21698, -0.46586, 5.52068)
C (-5.26818, -8.16067, -8.14218)
O (-4.36715, -7.36179, -8.88658)
H (-5.27453, -7.81682, -7.10516)
H (-6.27284, -8.06556, -8.56142)
H (-4.94498, -9.20396, -8.17578)
H (-4.38302, -7.69008, -9.80168)
C (-3.78600, -1.58300, -5.71242)
O (-3.12081, -2.28183, -4.67640)
H (-4.23659, -0.67799, -5.29816)
H (-3.06669, -1.30728, -6.48748)
H (-4.56933, -2.21630, -6.13592)
H (-2.73127, -3.07918, -5.07379)
C (-0.24255, 0.37252, 6.64565)
O (-0.81872, -0.88661, 6.35102)
H (-0.74436, 1.14046, 6.05225)
H (-0.37170, 0.59376, 7.70797)
H (0.82030, 0.35620, 6.39246)
H (-0.35366, -1.54736, 6.89192)



Record 2
A 13-piece molecular cluster, C42H103BFNO19S12 overall in a non-equilibrium geometry. Source: OMol25; level of theory: ωB97M-V/def2-TZVPD.

As for the HOMO-LUMO gap: 8.575 eV. As for the HOMO energy: -8.3 eV.

CARTESIAN COORDINATES (ANGSTROEM)
C (9.49846, 0.64275, -2.20503)
C (8.19094, -0.04251, -1.48370)
O (7.51022, 0.69091, -0.56327)
N (7.67033, -1.46124, -1.79595)
C (6.46106, -1.21226, -2.71287)
C (6.11424, -2.49763, -3.68105)
C (5.37777, -3.64640, -2.73376)
C (3.73091, -3.72278, -3.01542)
C (2.84991, -3.33537, -1.69039)
C (1.62200, -2.22351, -1.82913)
C (0.70121, -2.21995, -3.18440)
C (-0.72962, -1.43163, -3.05632)
C (-1.88787, -2.22882, -2.20551)
C (-3.12346, -1.12402, -1.98251)
O (-2.60055, -0.08578, -1.06262)
C (-3.66790, 0.91043, -0.75888)
C (-3.52232, 2.51586, -1.20003)
O (-4.80080, 0.55157, -0.09450)
O (0.97193, -2.39023, -0.50178)
C (1.51433, -3.47768, 0.37922)
O (1.32063, -3.62329, 1.69594)
C (2.36180, -4.49601, -0.64229)
B (3.59585, -5.38515, -0.01087)
O (4.62382, -6.12279, -0.80349)
O (3.74280, -5.51338, 1.48199)
C (1.18685, -5.55892, -1.06285)
C (1.68761, -6.82589, -1.97505)
F (0.01562, -4.96119, -1.74707)
H (9.16281, 1.73768, -2.53944)
H (9.83078, -0.01181, -3.14566)
H (10.40751, 0.74869, -1.44191)
H (7.27147, -1.77098, -0.86357)
H (5.54383, -1.02064, -1.97441)
H (6.65348, -0.20492, -3.29791)
H (5.46045, -2.21173, -4.63328)
H (7.14337, -2.89577, -4.13205)
H (5.89021, -4.71642, -2.85060)
H (5.62059, -3.32050, -1.61362)
H (3.41033, -4.72817, -3.54199)
H (3.51797, -2.86752, -3.82042)
H (3.61432, -2.71542, -1.01513)
H (2.26181, -1.21993, -1.92229)
H (1.31935, -1.65262, -4.03356)
H (0.48623, -3.29500, -3.63341)
H (-0.48883, -0.35103, -2.61092)
H (-1.13992, -1.24336, -4.14108)
H (-1.53072, -2.67502, -1.18434)
H (-2.30379, -3.15312, -2.83576)
H (-4.09880, -1.62662, -1.56226)
H (-3.28240, -0.64151, -3.05976)
H (-3.90747, 2.57652, -2.31576)
H (-4.16853, 3.20017, -0.49663)
H (-2.38218, 2.83336, -1.15805)
H (4.38589, -6.14450, -1.77686)
H (4.21193, -6.41028, 1.59360)
H (0.77256, -6.02676, -0.04574)
H (2.11740, -7.69105, -1.27976)
H (2.47030, -6.55379, -2.80958)
H (0.70710, -7.29279, -2.46725)
C (4.53608, -10.60366, 2.50072)
S (5.22458, -9.53913, 1.20984)
O (5.07736, -8.11953, 1.67030)
C (3.92477, -9.85226, -0.01016)
H (5.17518, -10.53311, 3.38481)
H (3.52614, -10.27563, 2.75897)
H (4.51763, -11.63879, 2.15198)
H (2.95188, -9.56992, 0.39883)
H (3.92546, -10.91094, -0.28047)
H (4.13292, -9.25190, -0.89855)
C (-6.27955, 2.87953, 4.23349)
S (-7.16891, 2.85512, 2.65803)
O (-8.62204, 3.07374, 2.95736)
C (-6.94014, 1.08876, 2.33623)
H (-6.32731, 3.89231, 4.64219)
H (-6.74369, 2.18448, 4.93758)
H (-5.23447, 2.60682, 4.06950)
H (-7.36401, 0.50147, 3.15412)
H (-5.87434, 0.87200, 2.23150)
H (-7.45354, 0.83785, 1.40540)
C (-9.73419, 5.49489, 5.20240)
S (-10.16673, 7.24563, 5.34887)
O (-10.85385, 7.43120, 6.66887)
C (-11.44505, 7.23499, 4.06758)
H (-8.96758, 5.26436, 5.94685)
H (-10.61424, 4.87388, 5.38710)
H (-9.33707, 5.29700, 4.20411)
H (-12.22182, 6.50946, 4.32005)
H (-10.99443, 6.98273, 3.10468)
H (-11.88540, 8.23290, 4.01061)
C (5.77691, 5.22831, 2.56822)
S (7.20659, 4.26297, 2.02254)
O (7.61721, 4.78616, 0.67844)
C (6.30273, 2.71846, 1.75152)
H (6.10436, 6.25352, 2.75994)
H (5.00911, 5.23465, 1.79060)
H (5.37525, 4.80079, 3.48982)
H (5.50338, 2.87553, 1.02360)
H (5.88465, 2.36934, 2.69872)
H (7.00157, 1.97203, 1.36752)
C (-3.23863, 7.70486, -1.83977)
S (-3.83354, 6.56175, -0.56973)
O (-3.39913, 5.18215, -0.96590)
C (-5.58963, 6.71715, -0.97950)
H (-2.14687, 7.73586, -1.79347)
H (-3.54774, 7.36030, -2.82972)
H (-3.63522, 8.70470, -1.64879)
H (-5.75747, 6.43248, -2.02080)
H (-5.91277, 7.74793, -0.81536)
H (-6.15723, 6.05156, -0.32543)
C (10.32095, -2.33178, 0.97144)
S (11.40079, -1.45069, -0.18237)
O (11.08698, -1.94744, -1.56212)
C (12.93719, -2.24833, 0.34600)
H (9.29039, -2.01428, 0.79208)
H (10.39917, -3.40983, 0.81033)
H (10.60017, -2.08372, 1.99806)
H (12.85820, -3.33098, 0.22296)
H (13.13467, -2.00283, 1.39223)
H (13.75326, -1.87128, -0.27435)
C (7.36603, -1.34018, -7.57985)
S (6.93348, 0.41056, -7.43338)
O (6.24636, 0.59614, -6.11338)
C (5.65516, 0.39992, -8.71467)
H (8.13263, -1.57070, -6.83539)
H (6.48597, -1.96119, -7.39515)
H (7.76314, -1.53807, -8.57814)
H (4.87839, -0.32560, -8.46220)
H (6.10579, 0.14767, -9.67757)
H (5.21481, 1.39784, -8.77164)
C (-6.55221, -4.52417, 2.27311)
S (-6.76509, -3.64221, 0.70772)
O (-6.03922, -4.41929, -0.34974)
C (-5.73077, -2.22284, 1.14531)
H (-7.09002, -5.47388, 2.21115)
H (-5.49229, -4.72120, 2.45205)
H (-6.96707, -3.92856, 3.08956)
H (-4.72072, -2.55793, 1.39233)
H (-6.17135, -1.69909, 1.99705)
H (-5.68949, -1.54793, 0.28754)
C (11.29163, -3.63891, -6.14305)
S (11.07535, -2.15758, -7.15918)
O (10.23825, -2.54125, -8.34282)
C (12.79368, -2.05650, -7.71870)
H (10.32209, -3.91160, -5.71802)
H (11.66129, -4.46439, -6.75641)
H (11.99339, -3.42902, -5.33254)
H (13.07320, -2.97679, -8.23682)
H (13.44854, -1.89602, -6.85889)
H (12.88435, -1.21181, -8.40518)
C (-11.29031, 1.71769, 3.03243)
S (-12.92508, 2.00578, 3.75227)
O (-12.87528, 3.32047, 4.47202)
C (-12.81809, 0.69886, 4.99985)
H (-11.12395, 2.45699, 2.24453)
H (-10.51824, 1.82701, 3.79809)
H (-11.25119, 0.71553, 2.59931)
H (-11.95439, 0.86900, 5.64681)
H (-12.73125, -0.27153, 4.50520)
H (-13.73044, 0.71865, 5.60002)
C (-5.81699, 0.70557, 9.16922)
S (-6.03327, 2.18690, 8.15309)
O (-6.87037, 1.80323, 6.96945)
C (-4.31494, 2.28797, 7.59357)
H (-6.78653, 0.43288, 9.59425)
H (-5.44733, -0.11991, 8.55587)
H (-5.11523, 0.91546, 9.97973)
H (-4.03542, 1.36769, 7.07546)
H (-3.66008, 2.44846, 8.45338)
H (-4.22427, 3.13267, 6.90709)
C (-10.19450, 9.57996, 1.80170)
S (-8.99142, 10.21763, 0.61022)
O (-7.92709, 9.17457, 0.44229)
C (-8.32153, 11.50911, 1.68691)
H (-10.71137, 8.72918, 1.34997)
H (-9.68474, 9.25079, 2.71057)
H (-10.92320, 10.35818, 2.04006)
H (-7.92482, 11.06438, 2.60251)
H (-9.10881, 12.22711, 1.92885)
H (-7.51696, 12.02041, 1.15378)